{
  "formula": "C10H13ClN2",
  "method": "ωB97M-V with the def2-TZVPD basis set",
  "elements": ["C", "C", "C", "C", "C", "C", "C", "C", "C", "C", "N", "N", "Cl", "H", "H", "H", "H", "H", "H", "H", "H", "H", "H", "H", "H", "H"],
  "coordinates": [[3.052, 2.441, -0.416], [2.939, 2.137, 0.933], [2.549, 1.632, -1.418], [2.010, 1.123, 1.234], [1.760, 0.554, -1.094], [0.597, -0.616, 0.750], [-2.919, -1.842, 0.088], [-2.821, -0.368, -0.286], [-1.586, -2.035, 0.743], [-1.447, -0.341, -0.991], [1.444, 0.387, 0.258], [-0.786, -1.133, 0.029], [1.008, -1.662, 1.986], [3.573, 3.354, -0.822], [3.330, 2.744, 1.778], [2.952, 1.696, -2.417], [1.720, 1.103, 2.271], [1.185, 0.001, -1.844], [-3.827, -1.971, 0.772], [-3.246, -2.496, -0.841], [-3.657, 0.146, -0.846], [-2.539, 0.288, 0.595], [-1.434, -1.799, 1.832], [-1.112, -3.036, 0.631], [-1.686, -1.000, -1.826], [-1.060, 0.696, -1.100]],
  "atomic_forces_ev_per_a": [[1.7, 1.9, -0.4], [-1.6, -0.2, 0.3], [0.0, -1.9, 0.1], [2.1, 2.4, 0.1], [-0.8, 0.8, 0.5], [-6.5, -4.1, -3.1], [-4.1, -0.3, -0.2], [-0.2, 2.4, 0.2], [0.7, -2.4, 1.0], [-1.6, 0.0, 0.5], [-0.5, -0.6, -0.4], [9.0, 4.6, 1.9], [0.4, 0.9, -0.2], [-0.3, -1.0, 1.0], [-0.2, -0.5, -1.0], [-0.5, 0.4, -0.3], [-0.4, -1.0, 0.0], [0.6, -0.4, 0.5], [1.5, 0.0, -0.6], [1.4, 1.1, 1.8], [0.9, -1.0, 0.5], [-1.3, -0.8, -0.3], [-1.0, -0.2, -0.8], [-0.5, 0.2, 0.1], [1.2, 0.4, -0.8], [0.0, -1.1, -0.4]],
  "lowdin_charge": [0.030, 0.056, 0.016, 0.003, 0.059, -0.421, -0.147, -0.162, -0.222, -0.132, -0.045, -0.027, 0.984, 0.170, 0.161, 0.147, 0.149, 0.156, 0.158, 0.180, 0.159, 0.141, 0.130, 0.158, 0.150, 0.149],
  "charge": 2,
  "spin_multiplicity": 1,
  "smiles": "ClC(=[N+]1CCCC1)[n+]1ccccc1",
  "e_homo_ev": [-17.95, -17.54]
}

=====

{
  "formula": "C10H13ClN2O3Pb",
  "method": "ωB97M-V with the def2-TZVPD basis set",
  "elements": ["Cl", "C", "C", "C", "H", "C", "C", "H", "H", "H", "C", "Pb", "C", "C", "O", "O", "H", "H", "H", "C", "N", "C", "N", "O", "H", "H", "H", "H", "H", "H"],
  "coordinates": [[-3.495, 0.339, -1.679], [0.525, -2.642, -1.953], [1.643, -1.887, -1.524], [1.502, -0.554, -1.964], [2.504, -2.291, -1.000], [0.254, -0.471, -2.682], [-0.365, -1.792, -2.659], [-1.240, -2.080, -3.261], [0.421, -3.718, -1.855], [2.222, 0.273, -1.867], [-0.362, 0.763, -3.242], [-1.179, -0.310, -0.567], [0.254, -3.026, 1.807], [-3.647, -1.250, 0.291], [0.260, -3.382, 2.901], [-4.583, -1.470, 0.920], [0.000, 1.640, -2.678], [-1.463, 0.696, -3.147], [-0.151, 0.930, -4.309], [1.848, 2.949, 2.302], [0.801, 2.217, 2.998], [0.129, 1.230, 2.332], [-0.827, 0.544, 3.014], [0.370, 0.971, 1.118], [1.887, 2.427, 1.336], [2.829, 2.877, 2.804], [1.594, 4.010, 2.138], [0.561, 2.495, 3.961], [-1.219, -0.223, 2.488], [-1.073, 0.734, 3.977]],
  "atomic_forces_ev_per_a": [[0.9, 0.5, -0.3], [-3.6, 0.1, -2.6], [1.8, 3.1, -0.4], [0.8, -0.8, 0.6], [-0.1, 0.1, 0.0], [1.2, 1.8, -0.4], [0.6, -3.7, 0.8], [0.4, 0.1, 0.5], [-0.1, 0.2, 0.1], [-0.5, -0.6, 0.1], [0.2, -0.3, 1.0], [-1.7, 0.7, 1.1], [-0.1, -1.0, 3.4], [-2.0, -1.3, 3.1], [0.0, 1.1, -3.5], [2.6, 0.8, -2.3], [0.1, -0.2, -0.5], [0.1, 0.0, -0.4], [0.0, -0.2, 0.0], [0.3, 0.1, -0.6], [-0.6, -0.6, -0.2], [0.2, 1.3, 1.7], [0.4, 0.2, -0.8], [-0.7, -0.7, -0.4], [0.5, 0.6, 0.2], [-0.6, 0.0, -0.1], [0.0, -0.5, 0.2], [0.1, -0.6, -0.9], [-0.2, 0.1, 0.8], [0.0, -0.2, -0.3]],
  "lowdin_charge": [0.070, -0.016, 0.028, -0.027, 0.152, -0.337, -0.103, 0.154, 0.147, 0.155, -0.028, 1.403, 0.037, -0.234, 0.067, 0.124, 0.124, 0.023, 0.160, -0.044, 0.040, -0.563, 0.189, -0.177, 0.074, 0.104, 0.104, 0.172, 0.068, 0.135],
  "charge": 2,
  "spin_multiplicity": 1,
  "e_homo_ev": [-16.07, -16.07]
}

=====

| no. | electronic energy (eV) |
| --- | --- |
| 1 | -26062.1918 |
| 2 | -37453.9640 |